(1)
23
Properties=species:S:1:pos:R:3:lowdin_charge:R:1 method="wB97M-V/def2-TZVPD" lumo_energy_ev=1.03 total_energy_ha=-351.269616 smiles=Cc1ccccc1.CC homo_lumo_gap_ha=0.37368
C 2.20 -0.41 -2.25 -0.05
C 1.61 0.26 -1.02 -0.28
C 0.86 1.45 -1.33 -0.06
C 0.07 2.09 -0.39 -0.04
C 0.09 1.44 0.93 -0.16
C 0.70 0.35 1.17 -0.16
C 1.51 -0.30 0.19 -0.05
H 3.30 -0.22 -2.34 0.09
H 1.91 -0.11 -3.22 0.06
H 2.09 -1.50 -1.97 0.10
H 0.85 1.89 -2.30 0.09
H -0.49 3.03 -0.58 0.11
H -0.42 2.02 1.73 0.11
H 0.74 0.05 2.27 0.14
H 2.01 -1.16 0.56 0.11
C -2.52 -1.59 0.64 -0.16
C -3.30 -2.10 1.79 -0.18
H -3.03 -1.12 -0.19 0.06
H -1.75 -0.81 0.97 0.07
H -2.00 -2.38 0.17 0.05
H -3.29 -1.47 2.62 0.04
H -2.92 -3.01 2.13 0.04
H -4.37 -2.40 1.65 0.08

***

(2)
14
Properties=species:S:1:pos:R:3:lowdin_charge:R:1 method="wB97M-V/def2-TZVPD" lumo_energy_ev=0.69 total_energy_ha=-299.918310 smiles="[H]/N=C(/N)NNC" homo_lumo_gap_ha=0.33913
H -1.71 -2.12 0.58 0.02
N -0.98 -1.99 1.32 0.06
C -0.25 -0.95 0.91 -0.69
N 0.92 -0.93 1.44 0.09
N -0.56 -0.18 -0.19 -0.03
N 0.24 1.08 -0.21 -0.11
C 0.52 1.09 -1.72 -0.13
H 0.77 -1.07 2.45 0.11
H 1.27 0.09 1.66 0.14
H -1.65 0.01 -0.14 0.18
H -0.38 1.87 -0.06 0.09
H -0.49 1.33 -2.24 0.09
H 1.42 1.77 -1.82 0.07
H 0.91 0.01 -1.95 0.10

***

(3)
10
Properties=species:S:1:pos:R:3:lowdin_charge:R:1 method="wB97M-V/def2-TZVPD" lumo_energy_ev="-1.22 / -1.58" total_energy_ha=-816.503309 homo_lumo_gap_ha="0.27855 / 0.26353"
C -0.33 -1.17 0.39 -0.48
C -0.50 -0.08 -0.38 -0.49
N -0.33 -2.12 1.07 0.15
P -1.37 1.50 -0.01 0.78
P 2.29 0.25 0.57 0.70
H 0.12 -0.10 -1.29 0.04
H -1.78 1.78 -1.31 -0.12
H -2.69 1.07 0.43 -0.08
H 2.39 -0.87 1.23 -0.27
H 2.20 -0.26 -0.70 -0.22

***

(4)
18
Properties=species:S:1:pos:R:3:lowdin_charge:R:1 method="wB97M-V/def2-TZVPD" lumo_energy_ev=1.19 total_energy_ha=-269.076884 smiles=CCNCCN homo_lumo_gap_ha=0.35271
C 0.56 2.76 -1.07 -0.09
C -0.10 1.65 -0.24 -0.33
N 0.50 0.37 -0.45 -0.10
C 0.46 -0.60 0.68 -0.21
C -0.04 -1.99 0.23 -0.28
N -1.32 -2.27 0.92 -0.02
H 0.30 3.75 -0.72 0.07
H 0.20 2.68 -2.09 0.07
H 1.63 2.53 -1.09 0.07
H -1.17 1.61 -0.51 0.10
H -0.09 2.01 0.80 0.10
H 1.42 0.37 -0.86 0.09
H -0.13 -0.17 1.49 0.10
H 1.48 -0.60 1.06 0.11
H -0.06 -2.01 -0.86 0.10
H 0.76 -2.64 0.57 0.10
H -1.99 -1.68 0.43 0.06
H -1.62 -3.21 0.65 0.06

***

(5)
13
Properties=species:S:1:pos:R:3:lowdin_charge:R:1 method="wB97M-V/def2-TZVPD" lumo_energy_ev="-0.39 / -0.35" total_energy_ha=-340.623978 homo_lumo_gap_ha="0.28490 / 0.26317"
N 0.06 -1.51 -0.70 0.11
C -0.29 -0.30 -0.13 -0.26
C 0.89 0.49 0.32 -0.44
O 1.90 -0.30 0.81 0.06
N 0.99 1.75 0.28 0.16
C -1.98 1.36 -0.07 0.11
C -1.62 0.02 0.08 -0.22
H 0.84 -1.50 -1.35 0.12
H -0.71 -2.07 -1.04 0.11
H 1.58 -1.22 0.86 0.10
H 1.87 2.03 0.73 0.08
H -1.19 2.05 0.24 -0.01
H -2.36 -0.78 -0.03 0.09

***

(6)
65
Properties=species:S:1:pos:R:3:lowdin_charge:R:1 method="wB97M-V/def2-TZVPD" lumo_energy_ev=0.26 total_energy_ha=-3095.368824 homo_lumo_gap_ha=0.33468
C 1.99 1.06 -0.94 -0.10
C 2.62 2.02 -2.01 -0.23
C 2.13 3.50 -1.85 -0.17
C 0.60 3.67 -2.11 -0.15
O 0.06 2.61 -2.96 -0.13
O -0.75 1.81 -2.12 -0.29
P -2.21 1.47 -2.91 0.56
O -1.88 1.10 -4.33 -0.25
O -2.86 0.21 -2.03 -0.43
P -1.69 -0.73 -1.23 0.38
S -2.66 -1.95 -0.03 0.18
O -3.11 2.86 -2.80 -0.22
C -4.51 2.62 -2.82 -0.72
Cl -5.33 3.31 -4.28 0.62
C -5.13 3.32 -1.53 -0.23
C -4.05 3.85 -0.54 -0.11
H 2.71 0.31 -0.56 0.05
H 1.60 1.60 -0.05 0.09
H 1.19 0.49 -1.45 0.04
H 3.73 1.99 -1.90 0.08
H 2.42 1.68 -3.05 0.11
H 2.77 4.14 -2.48 0.10
H 2.32 3.79 -0.79 0.11
H 0.40 4.61 -2.65 0.13
H 0.06 3.66 -1.14 0.13
H -0.82 0.04 -0.42 0.01
H -0.99 -1.55 -2.16 0.02
H -4.79 1.56 -2.76 0.10
H -5.75 4.19 -1.81 0.09
H -5.80 2.57 -1.04 0.11
H -3.38 3.03 -0.23 0.06
H -3.42 4.65 -0.97 0.08
H -4.55 4.30 0.34 0.08
C 1.19 -2.34 2.09 -0.69
O 1.48 -1.55 1.20 -0.01
N 1.53 -2.13 3.40 0.15
N 0.52 -3.50 1.86 0.16
H 1.31 -2.77 4.14 0.09
H 2.02 -1.29 3.61 0.10
H 0.25 -3.68 0.91 0.09
H 0.28 -4.16 2.57 0.08
C 6.02 0.70 0.15 -0.68
O 5.61 1.77 -0.24 0.02
N 7.27 0.23 -0.16 0.15
N 5.28 -0.14 0.93 0.16
H 7.63 -0.65 0.15 0.09
H 7.84 0.82 -0.73 0.10
H 4.35 0.17 1.18 0.09
H 5.60 -1.03 1.26 0.09
C 2.47 -6.71 1.90 -0.68
O 1.60 -6.21 2.60 0.01
N 3.70 -6.16 1.76 0.15
N 2.26 -7.87 1.20 0.15
H 4.43 -6.56 1.19 0.09
H 3.88 -5.31 2.26 0.10
H 1.36 -8.30 1.28 0.10
H 2.96 -8.30 0.62 0.09
C -4.93 0.70 2.52 -0.68
O -4.26 1.44 1.83 0.01
N -5.89 1.17 3.38 0.14
N -4.79 -0.66 2.50 0.15
H -6.46 0.58 3.95 0.09
H -6.02 2.16 3.42 0.10
H -4.10 -1.04 1.88 -0.01
H -5.34 -1.28 3.06 0.09

***

(7)
55
Properties=species:S:1:pos:R:3:lowdin_charge:R:1 method="wB97M-V/def2-TZVPD" lumo_energy_ev=-1.06 total_energy_ha=-1592.108937 homo_lumo_gap_ha=0.12510
P -1.73 2.26 -1.08 0.90
P 1.53 0.14 -2.28 0.93
C -0.28 2.47 -2.17 -0.32
C 0.33 1.32 -3.01 -0.32
H 0.50 3.04 -1.64 0.09
H -0.70 3.18 -2.90 0.09
H -0.44 0.75 -3.55 0.08
H 0.94 1.80 -3.79 0.10
C 3.00 1.17 -2.01 -0.18
H 3.74 0.61 -1.43 0.07
H 2.73 2.08 -1.45 0.06
H 3.41 1.44 -2.98 0.05
C 1.85 -1.04 -3.58 -0.19
H 2.51 -0.56 -4.31 0.06
H 0.90 -1.32 -4.07 0.06
H 2.33 -1.94 -3.18 0.06
C -1.93 3.86 -0.33 -0.18
H -2.51 3.81 0.60 0.07
H -2.45 4.49 -1.06 0.05
H -0.95 4.29 -0.11 0.07
C -3.06 1.90 -2.25 -0.19
H -2.76 1.12 -2.96 0.05
H -3.27 2.83 -2.79 0.05
H -3.97 1.57 -1.72 0.06
Mg -0.86 -3.49 2.36 0.90
C 1.28 -0.68 -0.70 -0.44
C 1.82 0.21 0.34 -0.32
C 1.07 1.38 0.67 -0.28
C 0.01 1.18 1.84 -0.25
C -1.32 1.38 1.30 -0.31
C -1.81 0.84 0.04 -0.46
C -1.32 -0.37 -0.84 -0.20
C -0.17 -1.21 -0.33 -0.18
C -1.87 -2.17 3.59 -0.25
H 1.94 -1.56 -0.83 0.12
H 2.71 -0.06 0.90 0.07
H 0.48 1.55 -0.25 0.04
H 1.68 2.29 0.87 0.11
H 0.09 0.17 2.29 0.08
H 0.29 1.90 2.63 0.10
H -2.11 1.78 1.94 0.05
H -2.92 0.73 0.14 0.11
H -1.13 -0.03 -1.87 0.05
H -2.21 -1.01 -1.01 0.11
H -0.29 -1.35 0.76 0.07
H -0.30 -2.21 -0.77 0.09
H -2.71 -2.75 4.00 -0.05
H -2.22 -1.29 3.03 -0.06
H -1.18 -1.89 4.38 -0.02
B 2.24 -5.66 5.25 -0.43
C 1.19 -4.97 4.31 -0.20
N 0.42 -4.46 3.58 0.01
H 1.82 -6.79 5.54 0.00
H 2.39 -4.98 6.26 0.00
H 3.29 -5.76 4.63 0.00

***

(8)
72
Properties=species:S:1:pos:R:3:lowdin_charge:R:1 method="wB97M-V/def2-TZVPD" lumo_energy_ev="-9.42 / -9.64" charge=+3 total_energy_ha=-3611.307247 homo_lumo_gap_ha="0.24484 / 0.23651" multiplicity=2 s_squared=0.77
V 1.01 -1.49 -0.36 0.47
S 2.25 0.30 0.62 0.84
C 0.94 1.23 1.23 -0.56
N 0.96 2.52 1.27 -0.03
C -0.25 3.23 1.75 -0.06
C -0.77 2.55 2.97 -0.06
N -1.01 1.12 2.67 -0.04
C -2.17 0.48 3.37 -0.07
C -3.45 0.70 2.59 -0.22
C -4.20 1.86 2.80 -0.04
C -5.37 2.07 2.08 -0.05
C -5.80 1.13 1.16 -0.05
C -5.07 -0.04 0.97 -0.06
C -3.89 -0.25 1.68 -0.06
C -0.26 0.49 1.83 -0.55
S -0.51 -1.15 1.45 0.86
C 2.05 3.38 0.71 -0.07
C 1.58 4.07 -0.54 -0.22
C 1.00 5.33 -0.49 -0.04
C 0.56 5.94 -1.66 -0.04
C 0.72 5.30 -2.88 -0.05
C 1.32 4.05 -2.94 -0.06
C 1.74 3.44 -1.77 -0.05
H -1.00 3.23 0.95 0.16
H 0.01 4.26 1.96 0.14
H -1.72 2.99 3.25 0.13
H -0.10 2.62 3.83 0.16
H -2.22 0.95 4.35 0.15
H -1.95 -0.57 3.49 0.10
H -3.92 2.58 3.56 0.12
H -5.95 2.97 2.26 0.12
H -6.71 1.29 0.61 0.12
H -5.42 -0.80 0.28 0.12
H -3.33 -1.17 1.54 0.08
H 2.91 2.75 0.51 0.09
H 2.31 4.09 1.49 0.15
H 0.91 5.86 0.45 0.12
H 0.11 6.93 -1.62 0.12
H 0.39 5.79 -3.79 0.12
H 1.48 3.58 -3.90 0.12
H 2.25 2.47 -1.82 0.11
S 1.11 -3.03 -2.19 0.78
C 2.08 -4.46 -1.92 -0.63
N 1.49 -5.65 -2.13 0.08
C 2.13 -6.84 -2.10 0.00
C 3.46 -6.88 -1.82 0.00
C 4.13 -5.67 -1.60 0.01
C 3.44 -4.47 -1.65 -0.06
H 0.51 -5.64 -2.40 0.16
H 1.53 -7.72 -2.30 0.15
H 3.98 -7.82 -1.81 0.14
H 5.19 -5.68 -1.42 0.14
H 3.95 -3.53 -1.52 0.12
C -2.00 0.40 -1.79 -0.02
C -0.55 0.40 -2.23 -0.38
C -0.33 -0.05 -3.66 -0.03
O 0.20 -0.51 -1.33 -0.42
H -2.56 1.05 -2.47 0.11
H -2.12 0.77 -0.77 0.07
H -2.42 -0.60 -1.86 0.10
H -0.10 1.37 -2.08 0.13
H -0.79 -1.03 -3.83 0.09
H 0.73 -0.11 -3.90 0.09
H -0.80 0.67 -4.32 0.11
N 1.28 -4.49 1.94 0.25
C 2.19 -3.59 1.57 -0.55
N 3.40 -3.58 2.10 0.25
O 1.90 -2.73 0.66 -0.29
H 1.45 -5.13 2.71 0.15
H 0.35 -4.43 1.57 0.13
H 3.68 -4.23 2.83 0.15
H 4.06 -2.87 1.82 0.14

***

(9)
38
Properties=species:S:1:pos:R:3:lowdin_charge:R:1 method="wB97M-V/def2-TZVPD" lumo_energy_ev=-0.76 total_energy_ha=-1774.159161 homo_lumo_gap_ha=0.24899
O -0.27 1.98 5.63 -0.49
S -0.66 0.47 5.73 0.41
O -0.57 0.05 7.21 -0.44
O -2.29 0.17 5.23 -0.56
P 0.59 -0.64 4.39 0.16
S 1.82 -1.88 5.26 0.05
H 1.29 0.35 3.56 -0.04
H -0.22 -1.44 3.49 -0.05
C 1.75 0.38 -4.01 -0.10
C 1.13 -0.94 -3.56 -0.22
C -0.21 -0.82 -2.82 -0.12
N -0.15 -0.44 -1.31 -0.23
C -1.62 -0.43 -0.84 -0.10
C -1.80 0.15 0.56 -0.16
C -1.21 1.55 0.64 -0.18
C 0.26 1.53 0.26 -0.17
C 0.48 0.95 -1.13 -0.10
C 0.64 -1.50 -0.54 0.04
H 2.34 0.84 -3.21 0.06
H 2.44 0.20 -4.84 0.08
H 0.99 1.09 -4.34 0.08
H 1.86 -1.54 -3.01 0.11
H 0.92 -1.50 -4.48 0.12
H -0.72 -1.79 -2.86 0.13
H -0.86 -0.09 -3.32 0.13
H -2.19 0.16 -1.56 0.14
H -1.99 -1.47 -0.87 0.14
H -2.86 0.19 0.80 0.14
H -1.33 -0.49 1.31 0.10
H -1.32 1.94 1.66 0.13
H -1.76 2.23 -0.03 0.12
H 0.83 0.96 1.00 0.11
H 0.66 2.55 0.29 0.13
H 1.55 0.85 -1.30 0.12
H 0.04 1.61 -1.89 0.14
H 1.68 -1.47 -0.86 0.10
H 0.20 -2.48 -0.76 0.12
H 0.58 -1.29 0.52 0.09

***

(10)
13
Properties=species:S:1:pos:R:3:lowdin_charge:R:1 method="wB97M-V/def2-TZVPD" lumo_energy_ev="-3.45 / -3.46" total_energy_ha=-654.574266 homo_lumo_gap_ha="0.17967 / 0.17963"
C 0.21 0.74 2.78 -0.26
C 1.66 1.02 0.73 -0.22
C 1.10 1.06 1.91 0.08
C 1.32 -2.14 -0.28 -0.52
C -0.69 -0.58 -0.43 -0.04
N -0.66 0.34 3.43 0.22
N 1.60 0.07 -0.16 0.07
N 0.72 -0.99 -0.22 -0.36
I 0.20 -3.78 -1.04 0.67
H 2.49 1.86 0.50 0.18
H -1.16 -1.37 -0.89 -0.02
H -1.11 -0.45 0.61 0.11
H -0.75 0.29 -1.03 0.08

***

(11)
11
Properties=species:S:1:pos:R:3:lowdin_charge:R:1 method="wB97M-V/def2-TZVPD" lumo_energy_ev=-0.26 total_energy_ha=-797.518016 homo_lumo_gap_ha=0.40153
N 0.35 -2.12 0.52 -0.34
O 1.11 -1.88 1.33 0.21
O -0.35 -2.98 0.26 0.22
O -0.83 0.47 1.10 -0.01
O 1.28 1.51 0.15 -0.03
O -0.83 1.27 -1.50 -0.12
O 0.36 -0.94 -0.76 -0.11
Si 0.05 0.60 -0.26 -0.01
H -1.42 1.09 1.27 -0.02
H 1.93 2.15 -0.16 0.10
H -1.63 0.83 -1.95 0.12

***

(12)
14
Properties=species:S:1:pos:R:3:lowdin_charge:R:1 method="wB97M-V/def2-TZVPD" lumo_energy_ev=0.77 total_energy_ha=-324.667882 smiles="O=C1CC=CCN1" homo_lumo_gap_ha=0.36813
O 1.61 1.06 -1.23 0.07
C 0.78 0.20 -1.00 -0.53
C -0.68 0.47 -1.17 -0.08
C -0.70 1.09 0.23 -0.09
C -0.52 0.22 1.23 -0.07
C -0.05 -1.16 0.78 -0.17
N 1.02 -0.94 -0.22 0.05
H -1.32 -0.41 -1.26 0.12
H -0.89 1.19 -1.96 0.12
H -0.29 2.10 0.19 0.13
H -0.41 0.52 2.27 0.10
H -0.84 -1.77 0.33 0.11
H 0.37 -1.75 1.60 0.12
H 1.93 -0.81 0.22 0.13

***

(13)
17
Properties=species:S:1:pos:R:3:lowdin_charge:R:1 method="wB97M-V/def2-TZVPD" lumo_energy_ev=-3.12 charge=+1 total_energy_ha=-305.407341 homo_lumo_gap_ha=0.39092
C 2.50 0.64 -0.19 -0.02
C 1.17 -0.04 0.07 -0.37
C 0.32 -0.30 -0.90 -0.04
N -0.99 -0.90 -0.61 0.18
N 0.85 -0.33 1.41 0.07
H 2.59 1.53 0.42 0.09
H 2.48 1.00 -1.23 0.09
H 3.35 -0.02 -0.03 0.09
H 0.53 -0.22 -1.95 0.13
H -1.27 -1.59 -1.30 0.17
H -1.72 -0.14 -0.63 0.11
H -1.01 -1.39 0.28 0.15
H 1.33 -1.15 1.81 0.12
H 1.14 0.41 2.06 0.10
H -3.05 1.62 0.54 0.07
H -3.84 0.46 -0.05 0.09
O -2.95 0.82 0.05 -0.02

***

(14)
125
Properties=species:S:1:pos:R:3:lowdin_charge:R:1 method="wB97M-V/def2-TZVPD" lumo_energy_ev=-9.65 charge=+1 total_energy_ha=-7113.456890 homo_lumo_gap_ha=0.06087
In -3.38 1.21 -0.67 1.48
C -7.47 -0.01 1.35 -0.68
F -7.44 -1.00 2.25 0.17
F -7.38 -0.57 0.16 0.19
F -8.53 0.71 1.57 0.21
S -6.00 1.12 1.68 0.65
O -5.89 1.99 0.54 -0.34
O -6.19 1.73 2.94 -0.21
N -4.67 0.07 1.43 -0.27
S -3.97 -0.16 2.84 0.57
O -2.87 0.74 3.04 -0.24
O -4.78 -0.43 3.98 -0.18
C -3.17 -1.82 2.49 -0.66
F -4.11 -2.74 2.70 0.15
F -2.76 -1.96 1.23 0.11
F -2.17 -2.03 3.32 0.19
N -1.09 0.11 0.05 -0.31
S 0.08 0.69 0.97 0.47
O 1.42 0.43 0.56 -0.23
O -0.20 0.57 2.36 -0.22
F -0.15 2.24 0.70 -0.18
S -0.36 -1.25 -0.57 0.52
O -0.08 -2.34 0.30 -0.21
O 0.48 -1.02 -1.69 -0.23
F -1.69 -1.80 -1.28 -0.19
C 4.19 0.74 2.16 -0.23
C 3.81 2.19 2.38 -0.23
C 4.60 2.57 3.63 -0.21
S 6.28 2.03 3.21 0.68
O 6.91 1.30 4.28 -0.32
O 6.93 3.10 2.49 -0.33
C 5.70 0.86 1.92 -0.20
H 3.68 0.34 1.29 0.06
H 3.99 0.08 3.01 0.12
H 2.74 2.36 2.55 0.11
H 4.02 2.82 1.51 0.12
H 4.41 1.88 4.45 0.10
H 4.67 3.63 3.87 0.11
H 6.22 -0.10 1.97 0.10
H 5.92 1.42 1.01 0.09
C -0.64 -4.91 1.96 -0.23
C 0.53 -5.59 1.20 -0.19
C 0.06 -6.92 0.56 -0.20
S -1.72 -7.07 0.89 0.68
O -1.93 -7.81 2.10 -0.30
O -2.46 -7.26 -0.33 -0.33
C -1.93 -5.31 1.34 -0.23
H -0.49 -3.86 2.20 0.09
H -0.46 -5.37 2.95 0.12
H 1.38 -5.84 1.82 0.12
H 0.83 -4.95 0.36 0.07
H 0.51 -7.85 0.90 0.11
H 0.11 -6.75 -0.51 0.07
H -2.85 -5.41 1.92 0.10
H -2.15 -4.76 0.42 0.10
C 0.18 5.22 -3.48 -0.21
C -1.31 5.60 -3.60 -0.20
C -1.76 5.93 -2.19 -0.20
S -0.93 4.71 -1.16 0.71
O -1.86 3.60 -0.98 -0.43
O -0.33 5.29 0.00 -0.28
C 0.32 4.16 -2.40 -0.17
H 0.78 6.07 -3.14 0.13
H 0.63 5.00 -4.45 0.13
H -1.85 4.77 -4.06 0.12
H -1.28 6.47 -4.25 0.12
H -2.82 5.91 -1.98 0.11
H -1.39 6.93 -1.95 0.12
H -0.13 3.22 -2.71 0.09
H 1.26 4.10 -1.86 0.12
C -1.40 3.84 4.21 -0.18
C -2.76 4.21 4.82 -0.17
C -3.78 4.39 3.70 -0.18
S -2.98 4.45 2.06 0.74
O -3.32 5.71 1.47 -0.28
O -3.29 3.18 1.41 -0.40
C -1.29 4.30 2.78 -0.20
H -1.45 2.75 4.17 0.11
H -0.51 4.08 4.80 0.13
H -2.69 5.19 5.31 0.12
H -3.08 3.51 5.59 0.12
H -4.23 5.38 3.72 0.11
H -4.58 3.66 3.65 0.09
H -1.03 5.35 2.59 0.10
H -0.62 3.78 2.11 0.07
C -2.05 -0.23 -3.97 -0.20
C -1.11 -0.10 -5.14 -0.22
O 0.13 -0.68 -4.80 -0.05
O -1.64 0.53 -2.82 -0.16
H -2.12 -1.28 -3.67 0.11
H -3.07 0.09 -4.18 0.13
H -0.94 0.98 -5.27 0.13
H -1.55 -0.44 -6.08 0.14
H 0.57 -1.04 -5.57 0.10
H -0.69 0.70 -2.84 0.08
C 3.34 0.11 -3.13 -0.22
C 4.55 0.65 -2.33 -0.23
O 4.18 1.41 -1.21 -0.04
O 2.46 1.18 -3.37 -0.05
H 2.90 -0.61 -2.43 0.09
H 3.71 -0.36 -4.04 0.13
H 5.18 1.18 -3.05 0.12
H 5.19 -0.17 -2.00 0.13
H 3.98 0.77 -0.52 0.05
H 1.94 1.30 -2.57 0.06
C 3.04 -2.78 -0.51 -0.25
C 4.18 -3.26 0.40 -0.21
O 4.33 -2.40 1.52 -0.07
O 3.40 -2.98 -1.86 -0.06
H 2.90 -1.71 -0.30 0.10
H 2.11 -3.25 -0.21 0.09
H 5.11 -3.31 -0.17 0.12
H 3.91 -4.26 0.77 0.11
H 4.92 -2.78 2.18 0.09
H 2.84 -3.68 -2.22 0.05
C 0.05 -3.72 -3.77 -0.26
C 0.37 -4.93 -2.92 -0.22
O 1.78 -5.06 -2.85 -0.05
O 0.39 -3.86 -5.13 -0.03
H 0.67 -2.90 -3.36 0.10
H -0.96 -3.37 -3.56 0.11
H -0.17 -5.82 -3.28 0.13
H -0.13 -4.94 -1.94 0.10
H 1.95 -5.97 -2.57 0.11
H 1.35 -3.82 -5.19 0.09